[1]
Here is a cluster of 7 separate species, C42H79BrIN8O2P2S2 in total in a non-equilibrium geometry from OMol25. Energies are from ωB97M-V/def2-TZVPD.

```
! wB97M-V def2-TZVPD RIJCOSX def2/J DEFGRID3
* xyz 1 1
C -1.06354 -0.81927 6.87559
C -1.40654 -1.53844 5.56492
C -0.22319 -1.57597 4.59741
I 1.38618 -2.73212 5.46338
P -0.69135 -2.14597 2.91054
C -2.22072 -3.11987 2.89772
C -3.44351 -2.28400 3.01564
C -3.46058 -1.58895 1.64957
C -4.81221 -1.40502 0.97845
N -4.78351 -0.19787 0.20850
C -3.58372 -0.35956 -0.64422
C -4.96074 0.99102 0.94525
C -3.86861 2.03559 0.98268
O -6.00205 1.18676 1.56303
C 0.55577 -3.21832 2.19428
C 1.87457 -2.49080 1.86576
C 2.23584 -2.72163 0.43583
S 3.76918 -1.96330 -0.09510
C 3.53937 -0.18746 0.17610
S 2.18594 0.69386 -0.15840
N 4.59919 0.48717 0.78597
C 5.09265 1.55762 -0.14535
C 4.60952 2.95879 0.22376
C 5.74941 -0.37556 1.15532
C 6.67357 0.37313 2.11650
P -0.78950 -0.36351 1.51311
O -0.11215 -0.97721 0.17978
Br 0.80784 0.96083 2.27691
H -0.00035 -0.77230 7.06394
H -1.59955 -1.25093 7.70677
H -1.40830 0.20662 6.80466
H -2.16972 -0.93365 5.08687
H -1.76557 -2.54024 5.76439
H 0.17967 -0.57430 4.53272
H -2.30186 -3.65112 1.95330
H -2.10220 -3.87424 3.66954
H -4.31626 -2.92556 3.08936
H -3.52056 -1.64013 3.87981
H -3.00685 -0.61006 1.75206
H -2.77719 -2.17445 1.03627
H -5.57821 -1.38285 1.74272
H -5.05408 -2.23738 0.32551
H -2.64932 -0.21413 -0.11781
H -3.59745 -1.39439 -0.96288
H -3.62167 0.24055 -1.54395
H -3.93634 2.67539 0.11044
H -2.87592 1.60141 1.00911
H -4.00755 2.63777 1.86583
H 0.68665 -4.13160 2.75909
H 0.09148 -3.51935 1.25445
H 1.87390 -1.43139 2.08992
H 2.62772 -2.94507 2.49810
H 2.38697 -3.77740 0.23250
H 1.42726 -2.39262 -0.20658
H 4.78463 1.34811 -1.16225
H 6.17310 1.54322 -0.14870
H 5.45956 3.63052 0.28696
H 3.94838 3.37502 -0.52519
H 4.10320 2.98209 1.17809
H 6.27987 -0.68368 0.25790
H 5.40428 -1.26100 1.66164
H 7.54011 0.79444 1.62710
H 6.09860 1.12940 2.63657
H 7.02196 -0.31896 2.87285
H -0.66153 -1.70496 -0.14229
C -2.02436 -1.71218 -5.16098
C -1.00495 -0.61159 -4.88479
C 0.08052 -1.03849 -3.86021
C -0.49776 -1.38590 -2.56802
N -0.91442 -1.67482 -1.54391
H -2.58017 -1.97619 -4.25921
H -2.74768 -1.38286 -5.90626
H -1.53726 -2.61309 -5.53608
H -1.51578 0.27515 -4.51879
H -0.51042 -0.33343 -5.81605
H 0.80099 -0.23436 -3.70078
H 0.62210 -1.91144 -4.23304
C -0.63923 3.81139 -3.55107
C -0.53153 2.78706 -2.42767
C -1.85498 2.06209 -2.12965
C -2.91634 3.03637 -1.69839
N -3.75536 3.82054 -1.36247
H -1.34103 4.60718 -3.29950
H 0.32183 4.28063 -3.73153
H -0.97002 3.34438 -4.48098
H -0.18990 3.28350 -1.51657
H 0.22791 2.04719 -2.69077
H -1.71855 1.33365 -1.32963
H -2.20984 1.52800 -3.01531
C 4.76348 7.31840 -3.83125
C 4.38425 6.00578 -3.15652
C 3.36086 5.19293 -3.96115
C 2.11895 5.94375 -4.13238
N 1.15606 6.55348 -4.26037
H 3.90052 7.97773 -3.93047
H 5.51108 7.84732 -3.24228
H 5.17733 7.14439 -4.82620
H 3.98269 6.21370 -2.16300
H 5.27908 5.39604 -3.01915
H 3.12863 4.25812 -3.44776
H 3.75436 4.94688 -4.94818
C 2.32556 -8.95754 0.39769
C 2.75483 -7.56335 0.83901
C 1.88026 -7.00083 1.96726
C 0.48250 -6.88588 1.54725
N -0.61186 -6.81839 1.20998
H 1.31380 -8.95368 -0.01001
H 2.98940 -9.33125 -0.37996
H 2.35490 -9.66003 1.23180
H 2.72453 -6.88628 -0.01733
H 3.78841 -7.59356 1.18554
H 2.22992 -6.01024 2.26436
H 1.92346 -7.64736 2.84453
C -0.89734 10.75167 -1.63163
C 0.00469 10.85566 -2.85587
C 1.01321 9.70486 -2.95175
C 1.90179 9.67813 -1.78990
N 2.59845 9.65595 -0.87941
H -0.32107 10.80746 -0.70720
H -1.61843 11.56839 -1.61775
H -1.45240 9.81174 -1.63248
H 0.53829 11.80733 -2.83195
H -0.60790 10.85457 -3.75840
H 1.62460 9.80974 -3.84788
H 0.50020 8.74520 -3.01121
C -6.09705 -6.38336 1.53409
C -4.72015 -6.70961 0.96409
C -3.85551 -7.54452 1.91722
C -3.61639 -6.82702 3.16468
N -3.43123 -6.23657 4.12949
H -6.02251 -5.78056 2.44132
H -6.68602 -5.81748 0.81285
H -6.64733 -7.29305 1.77652
H -4.19770 -5.78028 0.72284
H -4.83615 -7.26108 0.03089
H -2.89013 -7.76089 1.46353
H -4.34466 -8.49194 2.14646
*
```

Values from the calculation:
LUMO energy: -3.007 eV
Highest occupied orbital energy: -10.55 eV
Gap between HOMO and LUMO: 7.54 eV
Energy: -179233.23802 eV
Energy above the lowest of the compared OMol25 structures with the same formula, charge and spin: 0.00 kcal per mole

Here are the Löwdin charges for atoms 1 to 8, given in e: C -0.11; C -0.36; C -0.83; I 0.97; P 0.89; C -0.32; C -0.20; C -0.26

=====

[2]
Here is a structure of composition C42H81CuF9N3O18 in a non-equilibrium geometry from OMol25. Energies are from ωB97M-V/def2-TZVPD.

```
! wB97M-V def2-TZVPD RIJCOSX def2/J DEFGRID3
* xyz 1 2
Cu 0.92208 2.31584 -3.80117
C -0.53331 0.85134 -0.89806
O -1.72744 0.64986 -1.57694
O 0.27974 1.54891 -1.80242
C -0.65043 1.45528 0.62232
F 0.30190 2.32731 0.89751
F -1.77833 2.12228 0.82235
F -0.55042 0.51249 1.49480
C -2.56753 -0.42588 -1.05360
C -3.88669 -0.52588 -1.97115
H -4.19829 0.45707 -2.32444
H -3.68055 -0.87457 -2.98309
H -4.65282 -1.10208 -1.45237
H -2.95708 -0.15923 -0.07113
H -2.09260 -1.39906 -0.92922
H 0.01755 -0.07837 -0.75560
C -4.81315 -2.82351 3.67197
C -4.18924 -2.61077 2.33295
N -3.71550 -2.42674 1.32170
H -5.78571 -3.18127 3.33400
H -4.84657 -1.85440 4.16977
H -4.30329 -3.60732 4.23215
C 3.18668 -2.23903 -1.47680
C 3.68616 -1.31713 -0.49109
N 4.12885 -0.59919 0.26203
H 3.09641 -3.26384 -1.11666
H 3.84156 -2.31462 -2.34486
H 2.19856 -1.80787 -1.63745
C -5.90318 2.33437 -0.28518
C -6.88170 1.31913 -0.11176
N -7.68528 0.49390 0.02523
H -6.12000 3.11801 -1.01112
H -4.88920 1.93580 -0.25228
H -5.88770 2.82103 0.69002
C 6.96780 4.26552 -1.52749
O 5.52557 4.33947 -1.59923
C 4.90537 3.07037 -1.43294
C 3.30895 3.00851 -1.68651
O 2.73996 3.29555 -2.96127
C 3.04388 4.58668 -3.61000
C 2.78035 4.50073 -5.10539
O 1.65104 3.61966 -5.42195
C 1.57015 3.30616 -6.75738
H 7.47267 5.19037 -1.80651
H 7.26403 3.51612 -2.26149
H 7.29508 4.01050 -0.51955
H 5.19186 2.81037 -0.41391
H 5.39592 2.31276 -2.04408
H 2.96757 3.77524 -0.99104
H 2.94632 2.07487 -1.25649
H 4.07212 4.89621 -3.42283
H 2.39775 5.36947 -3.21271
H 3.69719 4.46417 -5.69375
H 2.41015 5.50641 -5.30459
H 1.04794 2.41079 -7.09458
H 2.59374 3.00171 -6.97576
H 1.39035 4.22823 -7.31017
C -0.13964 4.97528 -2.15509
O -0.14306 4.35817 -3.47699
C -1.53886 4.42560 -3.90178
C -1.53229 3.83714 -5.30305
O -1.08001 2.52602 -5.01013
C -1.60601 1.45093 -5.81407
C -1.23731 0.14364 -5.15383
O 0.09859 0.26173 -4.70516
C 0.58324 -1.00783 -4.15197
H -0.98139 4.74306 -1.50267
H -0.08830 6.06346 -2.19182
H 0.70795 4.62395 -1.56666
H -1.86478 5.46556 -3.88286
H -2.23761 3.93254 -3.22595
H -0.85978 4.26927 -6.04406
H -2.53577 3.89292 -5.72496
H -1.31331 1.44642 -6.86403
H -2.69427 1.46706 -5.75457
H -1.23436 -0.59566 -5.95477
H -2.07384 -0.13017 -4.51091
H 0.89252 -1.71957 -4.91739
H -0.15011 -1.39688 -3.44561
H 1.49046 -1.03057 -3.54821
C 0.67524 -9.63581 1.30807
O 0.24363 -8.75245 0.31598
C -1.08508 -8.37120 0.58616
C -1.64667 -7.51338 -0.56506
O -1.67583 -8.25774 -1.76169
C -1.88720 -7.47338 -2.96712
C -3.10618 -6.48052 -2.92762
O -3.02505 -5.30937 -2.12179
C -3.11783 -4.06160 -2.83128
H 0.55843 -9.17323 2.28810
H 1.73645 -9.87987 1.35676
H 0.21929 -10.62322 1.38034
H -1.06250 -7.94160 1.58768
H -1.67351 -9.28648 0.65021
H -1.05223 -6.63990 -0.83292
H -2.63278 -7.09342 -0.36676
H -2.04420 -8.19021 -3.77310
H -0.93169 -7.04630 -3.27158
H -3.97554 -7.00369 -2.52935
H -3.34563 -6.28099 -3.97211
H -3.97177 -3.89962 -3.48905
H -2.19802 -3.92348 -3.39959
H -2.93415 -3.23888 -2.14029
C 1.85789 1.06518 3.25525
O 2.33340 1.19154 4.62713
C 3.57196 0.47204 4.89212
C 4.00532 0.84063 6.29352
O 4.20751 2.20691 6.50161
C 3.12028 3.09563 6.68863
C 2.13088 2.57433 7.71370
O 2.87763 2.36096 9.03569
C 1.94565 2.06083 10.10958
H 2.57930 1.41318 2.51596
H 0.95919 1.67024 3.13547
H 1.50048 0.07111 2.98654
H 4.37579 0.76515 4.21680
H 3.47486 -0.60951 4.79773
H 5.03273 0.47823 6.25916
H 3.54123 0.19435 7.03852
H 2.50581 3.35799 5.82742
H 3.51656 4.04880 7.03868
H 1.65111 1.64016 7.42170
H 1.36403 3.34314 7.80829
H 2.42786 1.84794 11.06364
H 1.39432 1.17982 9.78100
H 1.21922 2.83037 10.37072
C -0.69083 5.93165 5.89278
C -0.91675 4.72056 4.97931
O -2.14953 4.07474 5.30418
C -2.84231 3.37213 4.40463
O -2.69124 3.48260 3.20386
C -3.80257 2.34530 5.03157
F -4.81811 2.04750 4.14675
F -3.06015 1.25215 5.25578
F -4.33669 2.87886 6.06877
H -0.12147 6.70637 5.37922
H -0.24789 5.66501 6.85237
H -1.59037 6.48212 6.16827
H -0.11290 3.98862 4.90047
H -1.05452 5.08977 3.96304
C -0.41312 -3.19326 0.97915
C -0.12386 -3.42533 -0.52472
O 0.90519 -4.45774 -0.70951
C 0.94687 -4.97781 -1.98923
O 0.27985 -4.57164 -2.94438
C 2.07121 -5.99491 -2.16806
F 2.18841 -6.61037 -0.95358
F 1.65881 -6.93514 -2.97029
F 3.20481 -5.41981 -2.50420
H -1.11047 -2.37548 1.16096
H 0.49279 -2.87416 1.49452
H -0.90009 -4.05501 1.43560
H 0.15506 -2.55607 -1.12027
H -1.04161 -3.82717 -0.95408
*
```

Values from the calculation:
LUMO energy (alpha / beta): -2.119 / -5.252 eV
Highest occupied orbital energy (alpha / beta): -10.80 / -10.80 eV
Gap between HOMO and LUMO (alpha / beta): 8.68 / 5.55 eV
Energy: -155270.72380 eV

Here are the Löwdin charges for atoms 1 to 8, given in e: Cu 0.74; C -0.35; O -0.08; O -0.09; C -0.61; F 0.15; F 0.16; F 0.18

=====

[3]
Here is a cluster of 12 separate species, C42H82N2O34S6 in total in a non-equilibrium geometry from OMol25. Energies are from ωB97M-V/def2-TZVPD.

```
! wB97M-V def2-TZVPD RIJCOSX def2/J DEFGRID3
* xyz 0 1
C -27.96776 -24.11835 20.76971
O -26.85598 -23.83599 19.95390
C -26.72603 -22.74219 19.22936
O -27.56080 -21.81945 19.17821
O -25.54912 -22.71150 18.52828
C -25.01733 -21.64378 17.75149
H -28.27264 -23.23389 21.32908
H -27.78649 -24.85532 21.55208
H -28.80545 -24.44867 20.15548
H -25.74908 -21.13971 17.12017
H -24.33896 -22.02989 16.99068
H -24.51093 -20.90377 18.37120
C -15.76504 -19.72346 12.00199
O -14.52352 -20.11015 11.54451
C -14.33042 -21.37627 11.07972
O -15.19198 -22.28874 11.05594
O -12.98326 -21.50315 10.76877
C -12.62327 -22.58487 9.94040
H -16.03062 -18.67526 11.86479
H -15.95659 -20.04199 13.02666
H -16.60164 -20.12275 11.42860
H -11.64939 -22.41823 9.48006
H -13.42278 -22.64733 9.20217
H -12.60119 -23.46743 10.57969
C -22.16959 -24.07471 12.92907
O -22.86201 -24.97112 13.77370
C -23.84895 -24.52599 14.72375
O -24.13183 -23.32326 14.80059
O -24.18624 -25.52906 15.45968
C -25.25034 -25.33904 16.38736
H -22.09119 -23.01896 13.18859
H -22.61069 -24.28302 11.95432
H -21.13741 -24.42498 12.93456
H -25.58388 -26.34236 16.65233
H -26.08435 -24.81309 15.92271
H -24.95773 -24.80679 17.29245
C -19.70976 -14.77263 18.86185
O -19.84283 -13.48013 18.27472
C -19.96165 -12.40890 19.09290
O -20.06960 -12.40526 20.31708
O -19.87926 -11.34728 18.32196
C -19.62893 -10.13440 18.95386
H -18.76774 -15.02246 19.34999
H -19.62688 -15.46366 18.02297
H -20.59799 -15.16453 19.35737
H -20.43539 -9.82133 19.61697
H -19.51168 -9.43404 18.12691
H -18.69409 -10.15173 19.51411
C -20.16145 -25.30384 16.24000
C -19.03804 -25.96103 16.68395
C -17.87287 -25.22118 16.96699
C -17.77890 -23.81780 16.77751
C -18.97192 -23.18286 16.37021
C -20.07917 -23.93909 16.00621
N -16.48186 -23.07370 16.92971
O -15.56179 -23.68876 17.47342
O -16.51241 -21.88179 16.64714
H -21.05109 -25.85279 15.96870
H -19.00147 -27.02643 16.85711
H -16.92595 -25.69508 17.17949
H -18.99376 -22.10742 16.27351
H -20.85606 -23.34042 15.55406
C -23.89840 -15.58354 18.93383
C -23.89758 -14.24476 18.57334
C -23.18281 -13.85203 17.47929
C -22.38002 -14.77049 16.78051
C -22.42877 -16.12546 17.12755
C -23.16938 -16.52716 18.20020
N -21.48807 -14.24905 15.59455
O -20.83393 -15.07385 14.98813
O -21.42828 -13.08761 15.33349
H -24.58071 -15.96950 19.67671
H -24.48445 -13.49297 19.08008
H -23.17311 -12.78632 17.30448
H -21.87490 -16.79104 16.48208
H -23.34728 -17.56994 18.41785
O -29.11352 -22.99378 11.65978
S -27.99166 -22.23006 12.13125
O -27.44156 -21.06499 11.36626
O -28.25743 -21.84943 13.75576
C -27.55869 -20.75487 14.30886
C -28.01420 -20.30942 15.68697
C -26.67397 -23.58463 12.37054
H -27.70386 -19.86638 13.69434
H -26.49160 -20.97693 14.32030
H -27.82309 -21.03297 16.47946
H -29.09014 -20.18514 15.80953
H -27.59544 -19.32964 15.91671
H -25.86175 -23.11121 12.92215
H -26.25393 -23.93728 11.42857
H -27.06076 -24.41519 12.96101
O -20.97928 -20.89757 14.79187
S -21.65656 -20.27728 15.91432
O -21.97098 -21.00309 17.12894
O -20.79857 -18.88987 16.29677
C -19.42010 -19.07451 16.53414
C -18.69060 -19.08965 15.10565
C -23.21424 -19.49537 15.28808
H -19.05084 -19.93836 17.08687
H -19.30050 -18.15101 17.10066
H -19.15936 -18.34885 14.45790
H -18.77694 -20.05119 14.59959
H -17.62529 -18.88356 15.20928
H -22.81161 -18.85053 14.50695
H -23.71583 -19.09393 16.16862
H -23.75868 -20.22346 14.68677
O -21.60201 -17.45299 10.75443
S -21.25374 -18.17311 11.96773
O -21.16630 -17.52444 13.25868
O -22.29954 -19.50130 12.08682
C -22.48152 -20.27920 10.89966
C -23.92573 -20.86537 10.94692
C -19.70313 -19.06733 11.66680
H -21.73790 -21.07402 10.95774
H -22.32211 -19.68438 10.00029
H -24.20541 -21.27119 9.97472
H -24.68098 -20.09563 11.10566
H -24.09895 -21.62837 11.70581
H -18.91762 -18.31407 11.72746
H -19.82840 -19.63755 10.74633
H -19.65649 -19.74429 12.51982
O -20.67145 -18.51332 20.46323
S -19.59483 -18.66932 21.43961
O -19.79207 -19.31306 22.74250
O -18.32679 -19.40848 20.62956
C -18.41417 -20.80983 20.44197
C -17.07334 -21.44338 20.12225
C -18.79417 -17.08030 21.78170
H -19.13019 -21.03648 19.65201
H -18.79321 -21.22431 21.37612
H -17.12005 -22.51838 20.29632
H -16.20866 -21.01667 20.63054
H -16.83477 -21.21614 19.08323
H -18.06469 -17.28787 22.56456
H -19.66443 -16.48352 22.05483
H -18.42064 -16.63418 20.85999
O -24.41975 -21.83943 22.08434
S -23.04862 -22.31038 21.82655
O -22.21653 -22.73227 22.93430
O -23.13397 -23.56203 20.77015
C -21.94645 -24.25568 20.35880
C -22.07266 -24.67725 18.90841
C -22.20419 -21.06850 20.68262
H -21.73041 -25.13985 20.95853
H -21.10442 -23.56724 20.43035
H -22.27929 -23.74661 18.37992
H -22.90751 -25.34011 18.68084
H -21.11426 -25.14725 18.68782
H -22.89349 -20.93223 19.84931
H -21.21686 -21.45909 20.43621
H -22.10324 -20.14443 21.25183
O -15.34744 -11.31811 13.98702
S -16.48100 -12.08591 14.41061
O -17.40450 -12.68314 13.43832
O -15.90996 -13.31043 15.31439
C -16.88586 -14.13714 15.95715
C -17.37788 -15.34372 15.10021
C -17.43019 -11.06099 15.57641
H -17.72235 -13.51489 16.27527
H -16.31886 -14.58615 16.77261
H -16.45013 -15.70619 14.65751
H -18.02156 -15.01390 14.28473
H -17.90973 -16.04688 15.74116
H -18.45611 -11.41997 15.65846
H -17.36137 -10.06177 15.14638
H -16.95561 -11.00577 16.55612
*
```

Values from the calculation:
LUMO energy: -0.977 eV
Highest occupied orbital energy: -10.23 eV
SMILES: O=[N+]([O-])c1ccccc1.O=[N+]([O-])c1ccccc1.CCOS(C)(=O)=O.CCOS(C)(=O)=O.CCOS(C)(=O)=O.CCOS(C)(=O)=O.CCOS(C)(=O)=O.CCOS(C)(=O)=O.COC(=O)OC.COC(=O)OC.COC(=O)OC.COC(=O)OC
Gap between HOMO and LUMO: 9.25 eV
Energy: -182477.81930 eV

Here are the Löwdin charges for atoms 1 to 8, given in e: C -0.04; O 0.01; C -0.53; O 0.08; O -0.04; C -0.04; H 0.10; H 0.10

=====

The highest energy belongs to which entry?
C42H81CuF9N3O18

=====

energy of number 3 (C42H82N2O34S6)?
-182477.81930 eV